Record 1
Molecular formula: C20H45NO3P
Method: DFT, ωB97M-V/def2-TZVPD

Structure (ORCA input):
```
! wB97M-V def2-TZVPD RIJCOSX def2/J DEFGRID3
* xyz -1 1
C 6.185 -5.174 1.412
C 5.305 -4.795 0.213
C 5.512 -3.327 -0.191
C 4.431 -2.381 0.385
C 4.997 -1.116 1.036
C 5.823 -0.227 0.104
C 5.031 0.793 -0.733
C 3.931 1.548 0.030
C 2.537 0.926 -0.190
C 1.477 1.362 0.819
P -0.205 1.895 -0.010
C -1.188 1.461 1.606
C -1.587 -0.016 1.743
C -3.070 -0.269 1.450
C -3.584 -1.628 1.983
C -4.079 -2.592 0.910
O -5.537 -2.600 0.920
C -6.072 -3.049 -0.241
C -6.513 -1.983 -1.212
O -6.216 -4.222 -0.480
H 5.932 -4.547 2.273
H 5.990 -6.204 1.719
H 7.241 -5.033 1.183
H 4.264 -4.997 0.469
H 5.601 -5.454 -0.608
H 5.505 -3.242 -1.279
H 6.480 -2.990 0.189
H 3.869 -2.917 1.157
H 3.706 -2.141 -0.396
H 4.187 -0.567 1.518
H 5.656 -1.457 1.845
H 6.564 0.317 0.699
H 6.396 -0.851 -0.589
H 4.571 0.289 -1.590
H 5.743 1.510 -1.155
H 4.154 1.563 1.102
H 3.888 2.586 -0.312
H 2.670 -0.159 -0.145
H 2.240 1.171 -1.218
H 1.832 2.178 1.459
H 1.284 0.505 1.478
H -0.325 0.494 -0.540
H -1.426 2.254 -0.662
H -0.042 3.284 0.527
H 0.535 2.302 -1.235
H -0.592 1.769 2.469
H -2.096 2.073 1.580
H -1.424 -0.327 2.785
H -0.955 -0.659 1.120
H -3.631 0.532 1.932
H -3.232 -0.240 0.369
H -2.850 -2.117 2.625
H -4.455 -1.431 2.615
H -3.745 -3.613 1.100
H -3.749 -2.270 -0.080
H -6.131 -2.218 -2.203
H -6.215 -0.990 -0.883
H -7.604 -2.010 -1.248
C -3.528 5.815 -2.542
C -3.839 4.538 -1.790
O -2.999 3.939 -1.159
N -5.129 4.073 -1.855
C -6.257 4.646 -2.555
H -2.477 6.042 -2.392
H -3.716 5.696 -3.610
H -4.128 6.645 -2.165
H -5.268 3.221 -1.335
H -7.061 4.888 -1.856
H -6.648 3.943 -3.294
H -5.963 5.556 -3.069
*
```

Values from the calculation:
- E: -38388.4669 eV
- LUMO: 2.434 eV
- M: 378.6 g/mol
- E_HOMO: -2.9 eV

Record 2
Molecular formula: C6H37NO12
Method: DFT, ωB97M-V/def2-TZVPD

Structure (ORCA input):
```
! wB97M-V def2-TZVPD RIJCOSX def2/J DEFGRID3
* xyz 0 1
C -1.436 -1.940 -1.296
C -0.104 -2.728 -1.203
N 0.714 -2.140 -0.077
C 1.817 -3.053 0.182
C 3.090 -2.105 0.188
C 2.625 -0.724 -0.399
C 1.119 -0.689 -0.144
H -1.349 -0.940 -1.159
H -2.266 -2.247 -0.483
H -1.902 -1.982 -2.278
H -0.483 -3.718 -0.753
H 0.605 -2.883 -2.032
H 2.072 -3.867 -0.361
H 1.428 -3.470 1.118
H 3.400 -2.068 1.319
H 3.869 -2.567 -0.385
H 2.782 -0.542 -1.474
H 3.004 0.181 0.233
H 0.661 -0.205 0.777
H 0.576 0.008 -0.707
H -0.084 3.347 -1.244
H -0.604 1.935 -1.204
O -0.114 2.565 -1.749
H 0.247 2.304 -3.843
H 1.578 2.103 -3.975
O 0.786 1.602 -4.177
H -2.521 0.167 1.707
H -3.576 1.135 2.027
O -3.198 0.721 1.270
H -1.166 2.744 3.263
H -1.186 3.143 1.675
O -0.937 3.448 2.547
H -2.318 -1.920 2.554
H -2.198 -0.983 3.735
O -2.726 -1.200 3.009
H -2.456 0.807 -4.007
H -2.968 -0.143 -3.056
O -2.920 0.847 -3.108
H 2.482 -1.548 -2.973
H 1.742 -0.565 -4.033
O 2.332 -1.374 -3.964
H 2.378 3.146 0.008
H 2.152 2.374 -1.261
O 2.667 2.926 -0.865
H -0.281 0.873 4.086
H -1.786 0.442 4.233
O -1.107 1.090 4.598
H -2.441 3.476 -0.455
H -2.591 2.002 0.043
O -1.904 2.740 -0.022
H 0.787 3.082 2.416
H 2.376 3.170 2.844
O 1.629 2.787 2.156
H -0.552 -3.012 1.503
H -0.591 -3.351 2.964
O -1.152 -3.199 2.230
*
```

Values from the calculation:
- E: -32878.9353 eV
- LUMO: -0.160 eV
- M: 315.4 g/mol
- E_HOMO: -8.7 eV

Record 3
Molecular formula: C5H4O2
Method: DFT, ωB97M-V/def2-TZVPD

Structure (ORCA input):
```
! wB97M-V def2-TZVPD RIJCOSX def2/J DEFGRID3
* xyz 0 1
O -1.206 -0.238 -2.463
C -0.616 -0.228 -1.423
C -0.541 -1.185 -0.321
C 0.054 -0.847 0.940
C 0.615 0.476 1.015
C 0.747 1.305 -0.067
O 0.028 1.005 -1.187
H -1.345 -1.857 -0.359
H 0.032 -1.475 1.853
H 1.137 0.781 1.902
H 1.095 2.265 0.111
*
```

Values from the calculation:
- E: -9343.2307 eV
- LUMO: -0.408 eV
- M: 96.1 g/mol
- SMILES string: O=c1cccco1
- E_HOMO: -9.0 eV

Record 4
Molecular formula: F2O2S
Method: DFT, ωB97M-V/def2-TZVPD

Structure (ORCA input):
```
! wB97M-V def2-TZVPD RIJCOSX def2/J DEFGRID3
* xyz 0 1
O -0.607 0.822 -0.587
O 0.281 -1.653 -0.362
F -1.520 0.518 0.418
F 1.402 0.602 0.892
S 0.786 -0.091 -0.528
*
```

Values from the calculation:
- E: -20359.6061 eV
- LUMO: -1.400 eV
- M: 102.1 g/mol
- E_HOMO: -11.8 eV

Record 5
Molecular formula: C66H40CoI5N4P
Method: DFT, ωB97M-V/def2-TZVPD

Structure (ORCA input):
```
! wB97M-V def2-TZVPD RIJCOSX def2/J DEFGRID3
* xyz 1 1
Co -0.485 0.211 1.220
I 3.618 -3.032 9.443
C 2.738 -2.350 7.681
C 1.467 -2.782 7.337
C 0.886 -2.325 6.159
C 1.563 -1.436 5.335
C 2.839 -1.010 5.696
C 3.434 -1.467 6.865
C 0.926 -0.932 4.082
C 0.910 -1.768 2.995
C 1.642 -2.997 2.966
C 1.519 -3.467 1.707
C 0.673 -2.535 1.007
C 0.178 -2.813 -0.331
C 0.476 -4.193 -0.851
C 1.176 -4.371 -2.044
C 1.482 -5.639 -2.524
C 1.083 -6.752 -1.797
I 1.545 -8.657 -2.497
C 0.377 -6.602 -0.614
C 0.076 -5.327 -0.151
C -0.546 -1.988 -1.107
N -0.639 -0.511 -0.892
C -1.678 0.093 -1.779
C -2.392 1.183 -1.478
C -3.395 1.656 -2.487
C -4.741 1.357 -2.315
C -5.676 1.723 -3.280
C -5.255 2.399 -4.416
I -6.635 2.889 -5.897
C -3.918 2.735 -4.585
C -2.993 2.359 -3.617
C -2.269 2.029 -0.319
C -2.898 3.316 -0.294
C -2.384 3.966 0.778
C -1.504 3.036 1.408
N -1.446 1.845 0.716
C -0.841 3.293 2.590
C -0.196 2.308 3.334
C 0.266 2.524 4.678
C 0.663 1.320 5.135
C 0.483 0.397 4.047
N -0.062 0.998 2.952
C -0.867 4.677 3.141
C 0.284 5.455 3.089
C 0.287 6.749 3.592
C -0.872 7.261 4.160
I -0.881 9.207 4.904
C -2.024 6.492 4.237
C -2.017 5.201 3.724
C -2.030 -0.721 -2.987
C -1.175 -2.506 -2.375
N 0.335 -1.493 1.768
H 0.928 -3.467 7.980
H -0.109 -2.661 5.884
H 3.373 -0.316 5.055
H 4.427 -1.133 7.139
H 2.188 -3.427 3.793
H 1.981 -4.348 1.288
H 1.479 -3.503 -2.622
H 2.017 -5.753 -3.458
H 0.060 -7.470 -0.050
H -0.495 -5.216 0.765
H -5.063 0.819 -1.427
H -6.722 1.477 -3.143
H -3.597 3.280 -5.463
H -1.943 2.605 -3.759
H -3.604 3.688 -1.022
H -2.599 4.966 1.121
H 0.242 3.469 5.201
H 1.046 1.068 6.114
H 1.187 5.048 2.646
H 1.186 7.350 3.545
H -2.921 6.890 4.696
H -2.912 4.590 3.790
H -2.602 -0.185 -3.730
H -1.004 -3.556 -2.539
I -3.674 -2.046 -0.585
C -2.647 -2.060 -2.478
C -3.511 -2.783 -3.466
C -3.179 -3.040 -4.719
C -1.931 -2.692 -5.387
C -0.878 -2.038 -4.919
C 0.224 -1.852 -5.857
C 1.337 -1.211 -5.556
C 1.497 -0.660 -4.219
C 0.573 -0.790 -3.274
P 0.870 -0.051 -1.691
C 1.354 1.697 -1.850
C 0.544 2.828 -1.821
C 1.087 4.089 -2.023
C 2.436 4.241 -2.301
C 3.251 3.121 -2.373
C 2.723 1.861 -2.135
C 2.237 -0.739 -0.766
C 2.519 -0.184 0.482
C 3.557 -0.704 1.235
C 4.340 -1.737 0.727
C 4.089 -2.253 -0.537
C 3.030 -1.757 -1.285
C -0.762 -1.494 -3.503
H -4.491 -3.098 -3.131
H -3.915 -3.567 -5.316
H -1.846 -3.007 -6.424
H 0.109 -2.261 -6.857
H 2.119 -1.096 -6.295
H 2.411 -0.123 -3.984
H -0.504 2.756 -1.625
H 0.439 4.956 -1.962
H 2.854 5.229 -2.456
H 4.307 3.224 -2.597
H 3.391 1.011 -2.153
H 1.936 0.643 0.859
H 3.759 -0.296 2.220
H 5.157 -2.135 1.317
H 4.711 -3.044 -0.942
H 2.829 -2.162 -2.268
*
```

Values from the calculation:
- E: -162463.2471 eV
- LUMO (alpha / beta): -3.965 / -3.917 eV
- M: 1613.5 g/mol
- E_HOMO (alpha / beta): -9.4 / -9.2 eV

Record 6
Molecular formula: C39H42As2IIrN5S2
Method: DFT, ωB97M-V/def2-TZVPD

Structure (ORCA input):
```
! wB97M-V def2-TZVPD RIJCOSX def2/J DEFGRID3
* xyz 4 2
Ir 0.110 -0.810 1.374
C -1.820 2.440 2.167
As -1.075 0.833 2.918
C -0.207 1.507 4.516
C -2.554 -0.089 3.707
C -3.602 0.614 4.297
C -4.601 -0.095 4.953
C -4.546 -1.484 5.031
C -3.495 -2.179 4.447
C -2.497 -1.466 3.788
As -0.927 -2.326 3.116
C -1.518 -4.111 2.667
C 0.142 -2.558 4.710
H -2.139 3.049 3.014
H -2.668 2.208 1.528
H -1.066 2.985 1.604
H -1.042 1.828 5.139
H 0.432 2.361 4.306
H 0.352 0.735 5.039
H -3.662 1.694 4.249
H -5.429 0.439 5.398
H -5.324 -2.027 5.550
H -3.468 -3.259 4.520
H -1.426 -4.707 3.574
H -0.897 -4.554 1.892
H -2.554 -4.084 2.338
H -0.550 -2.884 5.486
H 0.604 -1.621 5.015
H 0.904 -3.320 4.563
S 1.941 -0.253 -0.089
C 1.386 0.452 -1.554
N 2.044 0.420 -2.662
C 1.488 1.089 -3.861
C 0.789 2.351 -3.446
N -0.216 2.030 -2.410
C -1.494 2.791 -2.487
C -2.243 2.408 -3.736
C -2.739 1.114 -3.880
C -3.431 0.763 -5.027
C -3.625 1.702 -6.035
C -3.142 2.992 -5.889
C -2.444 3.346 -4.740
C 0.072 1.161 -1.498
S -0.974 0.787 -0.198
C 3.370 -0.233 -2.855
C 4.441 0.815 -3.018
C 5.140 0.899 -4.216
C 6.163 1.829 -4.357
C 6.468 2.687 -3.313
C 5.774 2.600 -2.110
C 4.760 1.668 -1.963
H 0.805 0.393 -4.354
H 2.311 1.312 -4.537
H 0.274 2.797 -4.294
H 1.488 3.081 -3.031
H -1.227 3.849 -2.502
H -2.069 2.588 -1.585
H -2.605 0.385 -3.083
H -3.838 -0.234 -5.135
H -4.160 1.425 -6.934
H -3.313 3.728 -6.663
H -2.079 4.361 -4.625
H 3.287 -0.838 -3.758
H 3.555 -0.888 -2.005
H 4.906 0.230 -5.037
H 6.727 1.873 -5.279
H 7.240 3.434 -3.437
H 6.034 3.255 -1.289
H 4.227 1.599 -1.018
N -5.464 -3.616 0.075
C -4.377 -3.465 -0.262
C -3.006 -3.217 -0.610
C -2.372 -3.822 -1.691
C -1.044 -3.501 -1.929
C -0.390 -2.624 -1.086
N -0.997 -2.060 -0.024
C -2.289 -2.342 0.190
H -2.908 -4.519 -2.323
H -0.510 -3.939 -2.762
H 0.652 -2.379 -1.238
H -2.789 -1.828 1.001
I 1.992 -3.380 1.652
C 2.579 -1.736 2.771
C 3.696 -1.805 3.576
C 4.131 -0.641 4.199
C 3.459 0.545 3.949
C 2.342 0.527 3.142
N 1.863 -0.603 2.587
H 4.229 -2.739 3.696
H 5.003 -0.661 4.842
H 3.806 1.483 4.362
H 1.825 1.436 2.889
*
```

Values from the calculation:
- E: -202824.9124 eV
- LUMO (alpha / beta): -12.359 / -12.906 eV
- M: 1113.9 g/mol
- E_HOMO (alpha / beta): -17.8 / -17.8 eV
- Expectation value of S²: 0.76